C20H15AsF6IrN4O3SSe | ωB97M-V/def2-TZVPD

net charge: +1
energy relative to the best compared isomer or geometry (same formula, charge and spin): 97.2 kJ/mol
Kohn-Sham gap (alpha / beta): 0.147 / 0.145 hartree

Each line ends with the Löwdin charge.
CARTESIAN COORDINATES (ANGSTROEM)
Ir  -0.009  0.404  -0.493  1.281
O  -4.484  1.048  -0.374  0.088
C  -4.383  2.355  -0.072  -0.244
C  -5.597  3.032  0.093  0.001
C  -5.610  4.372  0.392  -0.057
C  -4.419  5.085  0.550  -0.076
C  -3.224  4.426  0.412  -0.027
C  -3.177  3.056  0.098  -0.087
C  -1.879  2.403  -0.043  -0.378
O  -1.844  1.148  -0.492  -0.248
N  -0.787  3.032  0.266  0.111
N  0.317  2.221  0.055  -0.207
C  1.502  2.712  0.261  -0.032
C  2.735  2.037  0.022  -0.143
C  3.908  2.772  0.329  -0.017
C  5.157  2.261  0.109  -0.059
C  5.276  0.981  -0.446  -0.042
C  4.167  0.236  -0.753  -0.003
C  2.874  0.736  -0.516  -0.327
O  1.867  -0.075  -0.821  -0.293
H  -3.609  0.653  -0.505  0.065
H  -6.511  2.468  -0.032  0.125
H  -6.559  4.881  0.505  0.113
H  -4.441  6.141  0.777  0.106
H  -2.287  4.950  0.539  0.110
H  1.501  3.733  0.629  0.151
H  3.785  3.763  0.748  0.123
H  6.042  2.832  0.348  0.114
H  6.262  0.577  -0.637  0.118
H  4.242  -0.754  -1.183  0.121
S  2.080  -2.169  1.726  0.802
C  1.822  -3.561  0.737  -0.648
N  1.773  -4.770  1.351  0.085
C  1.609  -5.932  0.703  -0.008
C  1.443  -5.931  -0.662  0.010
C  1.474  -4.715  -1.336  0.003
C  1.683  -3.534  -0.643  -0.059
H  1.861  -4.776  2.361  0.163
H  1.611  -6.823  1.313  0.148
H  1.291  -6.865  -1.181  0.131
H  1.338  -4.684  -2.407  0.132
H  1.739  -2.581  -1.149  0.104
Se  -0.132  -0.618  1.480  0.966
C  0.950  0.435  2.569  -0.637
N  1.615  1.082  3.250  0.159
F  -0.470  -1.474  -1.352  -0.430
As  -1.949  -2.639  -1.139  0.778
F  -1.077  -3.685  -2.189  -0.204
F  -2.650  -1.825  -2.458  -0.185
F  -3.227  -3.721  -0.905  -0.173
F  -2.571  -1.443  -0.051  -0.262
F  -1.030  -3.257  0.215  -0.265

C36H78O6S2 | ωB97M-V/def2-TZVPD

net charge: 0
Kohn-Sham gap: 0.355 hartree
structure (SMILES): CCOS(C)(=O)=O.CCOS(C)(=O)=O.c1ccccc1.CCCCCC.CCCCCC.CCCCCC.CCCCCC

Each line ends with the Löwdin charge.
CARTESIAN COORDINATES (ANGSTROEM)
C  0.930  -4.162  1.314  -0.056
C  0.597  -2.758  0.787  -0.299
O  1.174  -1.924  1.724  -0.307
S  1.962  -0.566  1.205  0.716
C  1.749  0.474  2.827  -0.068
O  3.376  -0.945  1.014  -0.316
O  1.104  0.026  0.173  -0.316
H  0.242  -4.495  2.091  0.075
H  1.962  -4.190  1.666  0.083
H  0.773  -4.898  0.526  0.073
H  1.028  -2.549  -0.193  0.118
H  -0.464  -2.516  0.841  0.125
H  2.538  0.094  3.477  0.054
H  0.720  0.318  3.151  0.059
H  1.979  1.529  2.683  0.060
C  8.573  -5.995  -0.507  -0.082
C  8.355  -4.938  0.566  -0.293
O  9.388  -5.225  1.532  -0.272
S  10.191  -3.883  2.143  0.687
C  8.886  -3.319  3.340  -0.091
O  11.390  -4.280  2.875  -0.293
O  10.303  -2.914  1.050  -0.312
H  8.568  -6.995  -0.073  0.074
H  9.581  -5.902  -0.911  0.084
H  7.827  -6.080  -1.297  0.080
H  8.472  -4.007  0.010  0.110
H  7.326  -4.993  0.924  0.118
H  9.224  -2.299  3.522  0.066
H  8.799  -4.026  4.165  0.072
H  7.961  -3.300  2.764  0.054
C  -3.698  -11.535  3.060  -0.119
C  -3.523  -11.561  4.416  -0.088
C  -4.656  -11.849  5.216  -0.099
C  -5.890  -12.107  4.670  -0.099
C  -6.029  -12.091  3.264  -0.081
C  -4.920  -11.798  2.485  -0.102
H  -2.735  -11.419  2.586  0.102
H  -2.572  -11.340  4.878  0.099
H  -4.719  -11.859  6.294  0.095
H  -6.715  -12.269  5.349  0.097
H  -6.971  -12.345  2.800  0.096
H  -5.037  -11.730  1.413  0.099
C  0.568  4.192  9.588  -0.113
C  1.125  2.793  10.038  -0.250
C  0.428  1.604  9.291  -0.218
C  1.320  0.364  9.285  -0.243
C  0.683  -0.770  8.500  -0.283
C  1.370  -2.119  8.800  -0.116
H  0.677  4.419  8.527  0.062
H  1.046  5.031  10.093  0.060
H  -0.497  4.143  9.812  0.064
H  2.211  2.832  9.959  0.091
H  1.026  2.654  11.115  0.097
H  0.169  1.946  8.289  0.106
H  -0.507  1.374  9.802  0.110
H  2.326  0.652  8.979  0.114
H  1.395  -0.074  10.281  0.109
H  -0.342  -0.939  8.830  0.104
H  0.647  -0.560  7.431  0.103
H  1.435  -2.265  9.878  0.071
H  0.874  -2.883  8.202  0.067
H  2.388  -2.075  8.413  0.066
C  -0.151  5.262  -4.764  -0.136
C  -1.552  5.005  -5.285  -0.241
C  -2.152  3.613  -4.754  -0.221
C  -3.582  3.328  -5.156  -0.249
C  -4.069  1.977  -4.663  -0.307
C  -5.500  1.724  -4.882  -0.130
H  0.379  4.315  -4.659  0.069
H  -0.182  5.805  -3.820  0.068
H  0.439  5.880  -5.441  0.065
H  -2.177  5.864  -5.042  0.098
H  -1.440  4.984  -6.369  0.096
H  -2.013  3.462  -3.683  0.106
H  -1.476  2.798  -5.012  0.103
H  -4.157  4.177  -4.784  0.116
H  -3.637  3.334  -6.244  0.115
H  -3.416  1.248  -5.143  0.115
H  -3.861  1.968  -3.593  0.108
H  -6.139  2.497  -4.453  0.076
H  -5.605  1.826  -5.962  0.076
H  -5.914  0.793  -4.496  0.074
C  0.153  0.514  -13.618  -0.130
C  -1.025  0.687  -12.661  -0.260
C  -0.966  -0.452  -11.600  -0.201
C  0.316  -0.367  -10.668  -0.225
C  0.134  -1.252  -9.457  -0.289
C  1.347  -1.240  -8.484  -0.110
H  1.062  0.474  -13.018  0.053
H  0.208  1.376  -14.283  0.066
H  0.207  -0.357  -14.270  0.074
H  -1.005  1.653  -12.156  0.103
H  -1.914  0.587  -13.284  0.096
H  -0.892  -1.360  -12.199  0.101
H  -1.919  -0.504  -11.073  0.101
H  1.239  -0.516  -11.228  0.102
H  0.316  0.586  -10.139  0.111
H  -0.740  -0.925  -8.892  0.107
H  0.081  -2.263  -9.860  0.105
H  1.516  -0.313  -7.936  0.066
H  1.267  -2.069  -7.781  0.063
H  2.230  -1.392  -9.105  0.064
C  -0.987  9.503  0.995  -0.115
C  -1.991  8.789  1.927  -0.269
C  -2.352  7.373  1.354  -0.216
C  -3.731  6.882  1.855  -0.240
C  -3.890  7.070  3.366  -0.263
C  -5.163  6.277  3.868  -0.107
H  -1.436  9.793  0.046  0.070
H  -0.132  8.837  0.878  0.071
H  -0.739  10.433  1.505  0.063
H  -1.641  8.687  2.954  0.099
H  -2.909  9.376  1.968  0.099
H  -1.551  6.651  1.513  0.107
H  -2.496  7.501  0.281  0.098
H  -4.523  7.433  1.348  0.110
H  -3.853  5.841  1.556  0.103
H  -3.026  6.678  3.903  0.106
H  -4.067  8.118  3.604  0.097
H  -5.162  6.449  4.945  0.058
H  -6.119  6.656  3.506  0.065
H  -5.032  5.226  3.614  0.064

C5H5BrClNO | ωB97M-V/def2-TZVPD

net charge: 0
energy relative to the best compared isomer or geometry (same formula, charge and spin): 566.8 kJ/mol
Kohn-Sham gap (alpha / beta): 0.283 / 0.267 hartree

Each line ends with the Löwdin charge.
CARTESIAN COORDINATES (ANGSTROEM)
C  -1.043  -0.926  0.002  -0.528
C  1.544  -0.184  -0.020  -0.149
C  -1.264  0.347  0.017  -0.385
C  -2.544  1.143  0.030  -0.012
C  2.676  -1.006  -0.029  -0.469
N  1.083  0.942  -0.017  0.053
O  -0.195  1.305  0.002  -0.064
Cl  -1.690  -2.443  0.009  0.690
Br  4.484  0.047  0.009  0.481
H  -3.206  0.761  0.801  0.084
H  -2.317  2.187  0.222  0.082
H  -3.041  1.053  -0.934  0.087
H  2.763  -1.590  -0.941  0.065
H  2.749  -1.638  0.850  0.065

C3H9O3 | ωB97M-V/def2-TZVPD

net charge: -1
energy relative to the best compared isomer or geometry (same formula, charge and spin): 144.3 kJ/mol
Kohn-Sham gap: 0.268 hartree

Each line ends with the Löwdin charge.
CARTESIAN COORDINATES (ANGSTROEM)
C  -0.684  0.546  0.310  -0.400
O  -1.068  -0.645  0.943  -0.330
C  0.933  0.626  0.611  -0.162
C  1.481  -0.120  -0.649  -0.258
O  2.859  -0.575  -0.214  -0.172
H  -1.036  1.388  0.820  0.051
H  -0.860  0.703  -0.793  0.100
H  1.449  1.551  0.687  0.069
H  1.176  -0.050  1.442  0.095
H  1.411  0.529  -1.536  0.095
H  0.927  -1.089  -0.825  0.121
H  3.040  -1.312  -0.891  0.086
H  -3.703  0.067  -0.016  -0.090
H  -2.430  -0.812  0.355  0.082
O  -3.496  -0.808  -0.245  -0.287

C4H5NO | ωB97M-V/def2-TZVPD

net charge: 0
energy relative to the best compared isomer or geometry (same formula, charge and spin): 299.3 kJ/mol
Kohn-Sham gap: 0.399 hartree
structure (SMILES): C=COC1=NC1

Each line ends with the Löwdin charge.
CARTESIAN COORDINATES (ANGSTROEM)
C  -0.651  1.279  0.837  0.047
C  -0.492  1.325  -0.476  -0.173
O  -0.592  0.220  -1.315  0.050
C  0.012  -0.876  -0.873  -0.459
N  0.231  -2.062  -1.198  0.190
C  0.841  -1.488  0.113  -0.080
H  -0.904  0.360  1.355  0.069
H  -0.514  2.176  1.428  0.065
H  -0.266  2.219  -1.046  0.119
H  0.421  -1.851  1.052  0.083
H  1.915  -1.302  0.124  0.087

no.,calculated total energy (eV)
1,-189245.4491
2,-72548.8870
3,-91362.2143
4,-9398.2316
5,-7763.4242